No. 1
80
Properties=species:S:1:pos:R:3 method="wB97M-V/def2-TZVPD" total_charge=0 largest_force_ev_per_a=6.93 orbital_gap_ev="5.9 / 5.9" homo_ha="-0.231 / -0.231"
Mg 1.345 -0.894 1.815
C 0.796 -2.018 4.577
O 1.233 -0.892 3.842
C 0.590 0.305 4.049
C -0.107 0.599 5.231
C -0.728 1.840 5.402
C -0.659 2.800 4.397
C 0.039 2.522 3.222
C 0.685 1.287 3.034
N 1.352 1.026 1.817
N 2.339 1.780 1.670
C 3.173 1.255 0.641
C 3.652 -0.095 0.744
O 3.346 -0.887 1.703
C 4.490 -0.512 -0.305
C 4.848 0.312 -1.379
C 4.379 1.624 -1.460
C 4.739 2.450 -2.540
C 4.274 3.762 -2.627
C 3.443 4.263 -1.633
C 3.080 3.450 -0.557
C 3.535 2.116 -0.443
H 1.137 -1.962 5.616
H -0.292 -2.135 4.529
H 1.245 -2.910 4.128
H -0.159 -0.119 6.041
H -1.258 2.055 6.325
H -1.140 3.765 4.526
H 0.097 3.267 2.434
H 4.875 -1.530 -0.277
H 5.498 -0.098 -2.144
H 5.389 2.067 -3.323
H 4.560 4.386 -3.468
H 3.073 5.282 -1.689
H 2.426 3.857 0.211
C -0.404 0.367 -4.833
C 0.410 -0.895 -4.469
C 1.692 -0.894 -5.334
C -0.404 -2.156 -4.832
C 0.722 -0.894 -2.956
C 2.126 -0.894 -2.425
C 2.347 -0.894 -1.101
N 1.313 -0.894 -0.203
C 0.012 -0.894 -0.589
C -0.290 -0.894 -2.050
C -1.059 -0.894 0.483
C -2.520 -0.894 0.181
C -3.426 -0.894 1.193
C -2.894 -0.894 2.597
C -1.571 -0.894 2.818
N -0.674 -0.894 1.783
C -4.940 -0.894 0.881
C -5.804 -0.894 2.164
C -5.303 0.368 0.068
C -5.303 -2.156 0.068
H -0.635 0.386 -5.920
H 0.172 1.284 -4.582
H -1.369 0.404 -4.286
H 1.436 -0.895 -6.416
H 2.304 -1.800 -5.134
H 2.304 0.011 -5.134
H -0.635 -2.175 -5.920
H -1.369 -2.193 -4.286
H 0.173 -3.073 -4.582
H 2.988 -0.894 -3.080
H 3.357 -0.894 -0.712
H -1.317 -0.894 -2.386
H -2.856 -0.894 -0.846
H -3.550 -0.894 3.459
H -1.182 -0.894 3.828
H -5.604 0.011 2.776
H -5.604 -1.800 2.776
H -6.886 -0.894 1.909
H -5.052 1.284 0.645
H -6.390 0.387 -0.163
H -4.757 0.405 -0.897
H -5.053 -3.073 0.644
H -4.757 -2.193 -0.898
H -6.390 -2.175 -0.163
H 1.345 -2.668 1.815

---

No. 2
92
Properties=species:S:1:pos:R:3 method="wB97M-V/def2-TZVPD" total_charge=-1 largest_force_ev_per_a=3.06 relative_energy_kj_mol=0.0 orbital_gap_ev=6.3 homo_ha=-0.171
Sc -19.571 3.970 4.318
O -22.847 6.709 4.671
C -21.773 6.102 4.792
O -21.173 5.250 3.991
C -20.961 6.231 6.043
C -21.231 7.123 7.065
C -20.270 7.331 8.037
C -19.146 6.530 8.125
C -18.965 5.610 7.060
N -19.922 5.403 6.158
C -17.669 4.886 6.689
O -16.760 4.743 7.521
O -17.628 4.605 5.462
H -22.157 7.694 7.015
H -20.399 8.139 8.789
H -18.346 6.667 8.879
N -18.444 0.302 7.453
C -17.431 0.864 6.500
C -16.137 0.066 6.535
C -14.864 0.805 6.106
C -14.422 2.066 6.842
N -14.846 3.317 6.262
C -14.518 3.682 5.021
N -13.238 3.538 4.606
N -15.361 4.396 4.288
C -18.012 1.077 5.032
O -17.803 0.274 4.129
O -18.764 2.183 4.921
H -18.673 -0.676 7.279
H -19.231 0.971 7.490
H -17.205 1.871 6.885
H -16.209 -0.823 5.850
H -16.031 -0.326 7.579
H -14.851 0.938 5.022
H -14.056 0.055 6.266
H -13.330 2.076 6.929
H -14.823 2.121 7.870
H -15.708 3.754 6.664
H -12.520 3.338 5.314
H -12.944 4.115 3.822
H -16.353 4.433 4.597
H -15.113 4.620 3.318
C -21.207 3.612 12.567
C -21.268 2.427 11.603
C -20.240 1.468 11.650
C -20.207 0.395 10.765
C -21.192 0.254 9.782
C -22.145 1.284 9.602
N -22.795 1.469 8.397
C -22.768 0.553 7.342
C -23.173 -0.795 7.491
C -22.989 -1.693 6.448
C -22.572 -1.244 5.210
C -22.276 0.099 5.003
C -22.373 0.993 6.041
C -21.877 2.416 5.858
O -22.242 3.296 6.695
O -21.168 2.606 4.832
C -22.242 2.327 10.593
C -23.332 3.337 10.462
H -20.590 3.386 13.451
H -22.185 4.005 12.808
H -20.694 4.437 12.072
H -19.433 1.598 12.393
H -19.426 -0.357 10.780
H -21.151 -0.596 9.141
H -22.714 2.477 8.005
H -23.544 -1.117 8.450
H -23.244 -2.723 6.637
H -22.561 -1.940 4.341
H -21.919 0.438 4.017
H -23.000 4.142 9.809
H -23.676 3.706 11.414
H -24.181 2.951 9.857
C -14.819 0.426 -0.364
C -15.976 1.281 0.034
C -15.882 2.667 -0.212
C -16.897 3.500 0.207
C -18.029 2.954 0.825
C -18.158 1.593 1.037
C -17.097 0.763 0.646
S -19.061 4.085 1.618
O -19.511 5.056 0.672
O -20.093 3.215 2.297
O -18.226 4.685 2.707
H -13.910 0.809 0.115
H -14.644 0.414 -1.478
H -14.993 -0.593 -0.093
H -15.015 3.091 -0.687
H -16.781 4.593 0.076
H -19.007 1.173 1.571
H -17.180 -0.314 0.854

---

No. 3
92
Properties=species:S:1:pos:R:3 method="wB97M-V/def2-TZVPD" total_charge=+2 spin_multiplicity=2 largest_force_ev_per_a=2.40 relative_energy_kj_mol=137.0 orbital_gap_ev=7.5 homo_ha=-0.466
Yb 0.183 -0.584 -0.531
O 2.085 -3.065 -3.663
C 1.052 -2.737 -3.148
N 0.392 -1.530 -3.435
C 0.769 -0.418 -2.950
O 1.623 -0.273 -1.947
C 0.107 0.861 -3.353
C 0.084 1.317 -4.656
C -0.339 2.619 -4.878
C -0.722 3.393 -3.793
C -0.717 2.820 -2.532
N -0.329 1.566 -2.301
C 0.296 -3.652 -2.225
C 0.163 -4.991 -2.551
C -0.545 -5.812 -1.690
C -1.059 -5.267 -0.523
C -0.851 -3.924 -0.269
N -0.193 -3.114 -1.103
H 0.417 0.673 -5.459
H -0.346 3.032 -5.878
H -1.011 4.427 -3.915
H -1.034 3.400 -1.671
H 0.607 -5.359 -3.465
H -0.697 -6.857 -1.925
H -1.610 -5.869 0.186
H -1.234 -3.480 0.642
C 1.137 -0.265 3.202
C -0.299 -0.638 3.025
C -1.075 -0.867 4.185
C -2.360 -1.288 4.078
C -2.927 -1.482 2.795
C -4.241 -1.987 2.583
Br -5.355 -2.407 4.039
C -4.699 -2.191 1.316
C -3.894 -1.838 0.209
Br -4.572 -2.142 -1.527
C -2.625 -1.294 0.344
O -1.913 -0.912 -0.671
C -2.121 -1.169 1.687
N -0.804 -0.764 1.811
H 1.642 -0.994 3.838
H 1.224 0.704 3.699
H 1.649 -0.232 2.248
H -0.618 -0.722 5.155
H -2.955 -1.488 4.959
H -5.679 -2.619 1.150
Br 5.649 -3.120 -0.887
C 4.058 -3.112 0.100
C 3.800 -4.076 1.057
C 2.596 -4.010 1.744
C 1.708 -2.999 1.444
N 1.953 -2.064 0.516
C 3.118 -2.123 -0.143
H 4.521 -4.855 1.263
H 2.350 -4.739 2.504
H 0.761 -2.927 1.964
H 3.301 -1.372 -0.898
N -5.387 0.789 -0.247
C -4.542 1.588 -1.205
C -3.718 2.612 -0.452
N -2.687 1.973 0.366
H -6.076 0.221 -0.743
H -5.878 1.388 0.417
H -4.789 0.125 0.273
H -5.212 2.046 -1.930
H -3.892 0.870 -1.702
H -4.372 3.267 0.135
H -3.257 3.237 -1.216
H -2.901 2.028 1.354
H -1.777 2.389 0.228
C 3.437 3.569 2.217
N 2.228 4.147 1.625
C 2.587 4.791 0.359
N 3.272 3.900 -0.576
C 4.459 3.356 0.077
N 4.148 2.657 1.323
C 3.391 1.441 1.076
P 1.719 1.782 0.294
C 1.186 3.145 1.438
C 2.394 2.853 -1.077
H 3.168 3.038 3.133
H 4.111 4.385 2.477
H 3.252 5.626 0.581
H 1.684 5.184 -0.112
H 5.134 4.181 0.306
H 4.964 2.671 -0.605
H 3.274 0.895 2.011
H 3.950 0.801 0.388
H 0.900 2.721 2.403
H 0.297 3.632 1.023
H 1.573 3.309 -1.627
H 2.934 2.204 -1.769